# 1
C9H19N | the ωB97M-V functional and the def2-TZVPD basis

```
! wB97M-V def2-TZVPD RIJCOSX def2/J DEFGRID3
* xyz 0 1
C 1.552 -1.708 0.648
C 2.857 0.361 0.317
C 1.706 -0.548 -0.008
N 0.267 -1.029 -1.887
C 0.672 -0.022 -0.938
H -0.346 -0.643 -2.593
H -0.208 -1.803 -1.444
H 1.089 0.810 -1.516
H 2.319 -2.066 1.318
H -0.223 -0.674 1.537
H 2.553 1.163 0.990
H 3.253 0.822 -0.588
H 3.667 -0.188 0.786
H 0.837 -2.458 0.354
C -1.691 1.055 -1.083
C -0.093 1.982 0.570
C -2.073 -1.362 0.697
C -0.621 0.690 -0.059
C -1.138 -0.209 1.047
H -1.630 0.412 1.794
H -2.535 1.534 -0.586
H -1.291 1.753 -1.818
H -0.921 2.584 0.946
H 0.452 2.583 -0.156
H 0.562 1.769 1.411
H -2.070 0.185 -1.614
H -2.429 -1.826 1.614
H -2.947 -1.029 0.138
H -1.568 -2.138 0.123
*
```

The SMILES is C=C(C)[C@@H](N)C(C)(C)CC. The LUMO energy is 0.88 eV. For the HOMO energy, the calculation gives -8.7 eV. The calculation puts the energy above the lowest of the compared OMol25 structures with the same formula, charge and spin at 9.6 kcal per mole.

Charge distribution, Löwdin scheme, values in e: number 1, C, carries 0.040; number 2, C, carries -0.051; number 3, C, carries -0.331; number 4, N, carries 0.059; number 5, C, carries -0.293; number 6, H, carries 0.068; number 7, H, carries 0.053; number 8, H, carries 0.132; number 9, H, carries 0.065; number 10, H, carries 0.106; number 11, H, carries 0.068; number 12, H, carries 0.083; number 13, H, carries 0.075; number 14, H, carries 0.057; number 15, C, carries -0.070; number 16, C, carries -0.065; number 17, C, carries -0.093; number 18, C, carries -0.467; number 19, C, carries -0.227; number 20, H, carries 0.113; number 21, H, carries 0.089; number 22, H, carries 0.087; number 23, H, carries 0.084; number 24, H, carries 0.085; number 25, H, carries 0.073; number 26, H, carries 0.065; number 27, H, carries 0.073; number 28, H, carries 0.068; number 29, H, carries 0.053

# 2
C2H2N4O | the ωB97M-V functional and the def2-TZVPD basis

```
! wB97M-V def2-TZVPD RIJCOSX def2/J DEFGRID3
* xyz 0 1
C 0.293 1.383 0.644
C -0.738 -0.463 -0.811
H 1.048 1.137 1.398
H -1.511 0.057 -1.223
N 0.039 0.056 0.178
N -0.445 -1.670 -0.914
N 0.612 -1.954 -0.119
N 0.951 -0.947 0.573
O -0.249 2.401 0.276
*
```

The SMILES is O=Cn1cnnn1. The LUMO energy is -0.40 eV. For the HOMO energy, the calculation gives -11.3 eV. The calculation puts the energy above the lowest of the compared OMol25 structures with the same formula, charge and spin at 6.0 kcal per mole.

Charge distribution, Löwdin scheme, values in e: number 1, C, carries -0.220; number 2, C, carries -0.142; number 3, H, carries 0.130; number 4, H, carries 0.110; number 5, N, carries -0.054; number 6, N, carries 0.031; number 7, N, carries -0.017; number 8, N, carries 0.070; number 9, O, carries 0.093

# 3
CH3OP | the ωB97M-V functional and the def2-TZVPD basis

```
! wB97M-V def2-TZVPD RIJCOSX def2/J DEFGRID3
* xyz 0 1
C -0.541 -0.233 -0.166
O 0.434 -1.102 -0.029
P 0.950 0.592 0.020
H -1.538 -0.397 -0.061
H -0.741 0.479 1.679
H 1.436 0.661 -1.443
*
```

The LUMO energy (spin up / spin down) is -0.17 / -0.09 eV. For the HOMO energy (spin up / spin down), the calculation gives -8.3 / -8.5 eV. The calculation puts the energy above the lowest of the compared OMol25 structures with the same formula, charge and spin at 119.6 kcal per mole.

Charge distribution, Löwdin scheme, values in e: number 1, C, carries -0.506; number 2, O, carries -0.329; number 3, P, carries 0.835; number 4, H, carries 0.006; number 5, H, carries 0.056; number 6, H, carries -0.063

# 4
C24H64CrF12O24P2S8 | the ωB97M-V functional and the def2-TZVPD basis

```
! wB97M-V def2-TZVPD RIJCOSX def2/J DEFGRID3
* xyz 1 4
Cr -0.393 0.725 -0.169
P 0.093 4.163 -1.410
F -0.328 3.428 -2.813
F -1.516 4.228 -1.024
F 0.094 2.694 -0.717
F 0.650 4.740 0.007
F 1.693 4.022 -1.843
F 0.014 5.663 -1.988
P -4.720 -1.208 0.682
F -5.535 0.213 1.048
F -5.800 -1.637 -0.454
F -3.764 -0.366 -0.326
F -3.723 -2.473 0.282
F -3.636 -0.777 1.890
F -5.433 -2.134 1.819
O -0.568 -0.548 1.493
S -0.509 -1.318 2.780
O 0.811 -1.457 3.421
O -1.549 -0.693 3.889
C -1.374 -0.913 5.290
C -2.631 -0.356 5.937
C -1.271 -3.043 2.717
H -0.482 -0.306 5.448
H -1.198 -1.957 5.547
H -2.498 -0.207 7.009
H -3.484 -1.028 5.836
H -2.779 0.659 5.570
H -1.343 -3.461 3.721
H -0.537 -3.636 2.172
H -2.272 -3.054 2.287
O -1.977 1.348 -1.546
S -2.761 1.389 -2.790
O -2.158 1.681 -4.075
O -3.574 -0.045 -2.954
C -4.395 -0.212 -4.122
C -5.843 -0.534 -3.739
C -4.255 2.529 -2.514
H -4.040 -0.940 -4.852
H -4.548 0.711 -4.681
H -6.008 -1.443 -3.159
H -6.406 -0.583 -4.671
H -6.263 0.367 -3.291
H -4.923 1.967 -1.862
H -4.640 2.928 -3.453
H -3.943 3.390 -1.922
O 0.798 1.528 1.365
S 1.305 1.951 2.690
O 0.452 1.960 3.892
O 2.629 1.024 3.091
C 2.985 0.918 4.451
C 4.246 0.138 4.624
C 2.091 3.643 2.475
H 2.237 0.409 5.058
H 3.019 1.907 4.907
H 5.065 0.591 4.065
H 4.195 -0.903 4.305
H 4.545 0.199 5.671
H 1.372 4.403 2.172
H 2.952 3.531 1.816
H 2.404 3.972 3.466
O 3.367 -2.048 -1.097
S 2.551 -1.631 0.048
O 1.516 -0.604 -0.100
O 1.671 -3.009 0.556
C 2.203 -4.292 0.318
C 3.428 -4.595 1.128
C 3.639 -1.374 1.505
H 2.450 -4.406 -0.738
H 1.455 -5.037 0.591
H 4.436 -4.313 0.823
H 3.611 -5.666 1.217
H 3.256 -4.315 2.167
H 4.294 -0.506 1.435
H 4.299 -2.221 1.689
H 2.990 -1.281 2.376
O -0.975 -1.191 -1.090
S -0.916 -2.566 -1.556
O 0.245 -3.132 -2.246
O -1.252 -3.504 -0.231
C -1.244 -4.933 -0.491
C -2.645 -5.591 -0.198
C -2.388 -2.791 -2.625
H -0.626 -5.496 0.209
H -0.970 -5.188 -1.515
H -3.110 -5.210 0.711
H -2.431 -6.660 -0.180
H -3.393 -5.403 -0.969
H -3.339 -2.550 -2.149
H -2.397 -3.834 -2.941
H -2.278 -2.081 -3.444
O 2.853 1.699 -0.723
S 4.292 2.023 -0.785
O 4.916 2.642 0.352
O 5.181 0.618 -1.177
C 6.598 0.576 -1.063
C 7.164 -0.884 -1.129
C 4.461 2.978 -2.339
H 6.910 1.083 -0.150
H 6.968 1.205 -1.872
H 7.042 -1.306 -2.127
H 6.736 -1.594 -0.422
H 8.250 -0.871 -1.034
H 3.947 3.937 -2.271
H 4.045 2.352 -3.127
H 5.530 3.068 -2.531
O -1.714 1.755 0.951
S -2.299 2.774 1.800
O -1.607 4.029 2.026
O -3.645 3.172 0.967
C -4.542 4.193 1.374
C -5.911 3.576 1.365
C -3.009 2.079 3.308
H -4.439 5.034 0.688
H -4.431 4.553 2.397
H -6.701 4.305 1.545
H -6.082 2.738 2.042
H -6.161 3.154 0.391
H -3.690 1.240 3.164
H -3.555 2.930 3.715
H -2.206 1.866 4.013
O 0.247 -0.700 -4.372
S 0.963 0.317 -3.552
O 0.469 0.650 -2.197
O 2.624 0.000 -3.496
C 3.097 -0.674 -4.659
C 4.623 -0.929 -4.495
C 1.153 1.882 -4.549
H 2.811 -0.025 -5.486
H 2.552 -1.605 -4.815
H 4.877 -1.537 -3.626
H 5.051 0.032 -4.210
H 5.089 -1.320 -5.400
H 1.644 1.789 -5.518
H 1.741 2.593 -3.968
H 0.139 2.241 -4.723
*
```

The LUMO energy (spin up / spin down) is -5.88 / -4.17 eV. For the HOMO energy (spin up / spin down), the calculation gives -13.2 / -13.2 eV. Its expectation value of S² is 3.76.

Löwdin atomic charge list, values in e, 99 entries: number 1, Cr, carries 1.187; number 2, P, carries 0.296; number 3, F, carries -0.155; number 4, F, carries -0.152; number 5, F, carries -0.209; number 6, F, carries -0.139; number 7, F, carries -0.167; number 8, F, carries -0.118; number 9, P, carries 0.311; number 10, F, carries -0.187; number 11, F, carries -0.142; number 12, F, carries -0.173; number 13, F, carries -0.193; number 14, F, carries -0.215; number 15, F, carries -0.155; number 16, O, carries -0.373; number 17, S, carries 0.803; number 18, O, carries -0.276; number 19, O, carries -0.298; number 20, C, carries -0.241; number 21, C, carries -0.032; number 22, C, carries -0.030; number 23, H, carries 0.111; number 24, H, carries 0.121; number 25, H, carries 0.089; number 26, H, carries 0.096; number 27, H, carries 0.060; number 28, H, carries 0.074; number 29, H, carries 0.053; number 30, H, carries 0.064; number 31, O, carries -0.363; number 32, S, carries 0.766; number 33, O, carries -0.261; number 34, O, carries -0.288; number 35, C, carries -0.265; number 36, C, carries -0.052; number 37, C, carries -0.027; number 38, H, carries 0.125; number 39, H, carries 0.108; number 40, H, carries 0.077; number 41, H, carries 0.084; number 42, H, carries 0.074; number 43, H, carries 0.068; number 44, H, carries 0.079; number 45, H, carries 0.057; number 46, O, carries -0.378; number 47, S, carries 0.795; number 48, O, carries -0.272; number 49, O, carries -0.257; number 50, C, carries -0.302; number 51, C, carries -0.054; number 52, C, carries -0.026; number 53, H, carries 0.112; number 54, H, carries 0.124; number 55, H, carries 0.088; number 56, H, carries 0.077; number 57, H, carries 0.095; number 58, H, carries 0.065; number 59, H, carries 0.060; number 60, H, carries 0.073; number 61, O, carries -0.260; number 62, S, carries 0.769; number 63, O, carries -0.356; number 64, O, carries -0.268; number 65, C, carries -0.287; number 66, C, carries -0.088; number 67, C, carries -0.076; number 68, H, carries 0.122; number 69, H, carries 0.113; number 70, H, carries 0.080; number 71, H, carries 0.085; number 72, H, carries 0.087; number 73, H, carries 0.075; number 74, H, carries 0.063; number 75, H, carries 0.034; number 76, O, carries -0.358; number 77, S, carries 0.727; number 78, O, carries -0.256; number 79, O, carries -0.278; number 80, C, carries -0.241; number 81, C, carries -0.047; number 82, C, carries -0.057; number 83, H, carries 0.100; number 84, H, carries 0.113; number 85, H, carries 0.074; number 86, H, carries 0.080; number 87, H, carries 0.071; number 88, H, carries 0.067; number 89, H, carries 0.076; number 90, H, carries 0.062; number 91, O, carries -0.309; number 92, S, carries 0.701; number 93, O, carries -0.284; number 94, O, carries -0.292; number 95, C, carries -0.262; number 96, C, carries -0.037; number 97, C, carries -0.081; number 98, H, carries 0.108; number 99, H, carries 0.110